Record 1
Formula: C42H96N4O6
Source: the OMol25 dataset
Level of theory: wB97M-V/def2-TZVPD

Each line ends with the Mulliken charge.
CARTESIAN COORDINATES (ANGSTROEM)
C: -4.03393 -8.55662 -0.42289  -1.3412
C: -5.26961 -7.66751 -0.57197  -0.3910
N: -5.85011 -7.38535 0.71769  0.0156
C: -5.03279 -6.51045 1.51039  -0.7017
C: -4.97559 -5.09396 0.97571  -0.9789
C: -7.23977 -6.89184 0.57795  -0.4835
C: -8.03062 -6.59655 1.82330  -1.3424
H: -3.16644 -8.05075 0.00096  0.3082
H: -3.71588 -8.95281 -1.38725  0.4334
H: -4.21320 -9.44645 0.18058  0.3185
H: -5.07758 -6.83574 -1.24974  0.3208
H: -5.98023 -8.33065 -1.06529  0.3756
H: -5.53803 -6.49399 2.47608  0.3480
H: -4.04447 -6.94718 1.65387  0.3708
H: -4.43828 -4.48842 1.70559  0.3885
H: -4.37334 -5.10861 0.06732  0.3062
H: -5.95752 -4.67069 0.76414  0.2369
H: -7.82746 -7.63991 0.04587  0.4113
H: -7.17994 -5.99862 -0.04389  0.3997
H: -7.56000 -5.78199 2.37386  0.2667
H: -8.02208 -7.47868 2.46352  0.3360
H: -9.06164 -6.31183 1.61349  0.4027
C: 2.61534 -5.57068 -5.51895  -1.4094
C: 2.98866 -5.77738 -6.93407  -0.3801
N: 3.35497 -4.53838 -7.73884  -0.1061
C: 4.31699 -3.68845 -7.01469  -0.6654
C: 5.70024 -4.29238 -6.77747  -1.0241
C: 3.85793 -4.99718 -9.07079  -0.2765
C: 4.18839 -3.86062 -9.96215  -1.4018
H: 3.33051 -5.19175 -4.78885  0.3218
H: 2.29019 -6.56531 -5.21385  0.4072
H: 1.78922 -4.86425 -5.43781  0.3409
H: 3.80414 -6.48476 -7.08477  0.3826
H: 2.08563 -6.21651 -7.35807  0.3950
H: 4.53450 -2.71615 -7.45675  0.3387
H: 3.93747 -3.47628 -6.01517  0.3619
H: 6.26442 -3.75220 -6.01720  0.3981
H: 5.60833 -5.31811 -6.42034  0.2627
H: 6.33505 -4.30160 -7.66350  0.2789
H: 3.11197 -5.56008 -9.63187  0.4042
H: 4.68367 -5.69250 -8.91988  0.3486
H: 5.11933 -3.34522 -9.72590  0.2746
H: 3.45702 -3.05556 -10.03348  0.3408
H: 4.27622 -4.17039 -11.00352  0.4077
C: 1.31322 12.25712 4.56119  -1.3510
C: 0.58138 12.00740 5.92075  -0.3925
N: -0.11239 10.72634 5.91246  0.0322
C: 0.82187 9.60170 5.85737  -0.3969
C: 0.17582 8.17733 5.63167  -1.2912
C: -0.91719 10.60951 7.13273  -0.4277
C: -2.03318 11.68211 7.23335  -1.3860
H: 1.67136 13.28563 4.51658  0.4274
H: 0.63989 12.21501 3.70506  0.2997
H: 2.20360 11.63705 4.45709  0.3744
H: 1.32928 12.13516 6.70333  0.2915
H: -0.19815 12.76684 5.98142  0.3742
H: 1.47151 9.77851 5.00017  0.2776
H: 1.43188 9.52795 6.75768  0.3237
H: 1.03683 7.53349 5.45215  0.4180
H: -0.37129 7.76773 6.48079  0.3675
H: -0.45267 8.11677 4.74317  0.2634
H: -0.34042 10.61144 8.05762  0.3547
H: -1.35293 9.61041 7.12865  0.3659
H: -2.54172 11.89772 6.29366  0.3330
H: -1.58768 12.59096 7.63788  0.3288
H: -2.84933 11.35079 7.87539  0.4140
C: 6.36933 -9.34469 0.42708  -0.9816
C: 7.18750 -8.08132 0.62611  -0.6261
N: 7.63411 -7.90216 2.03308  0.0208
C: 8.44871 -8.95646 2.62093  -0.4541
C: 9.80654 -9.06103 1.90093  -1.2838
C: 6.51416 -7.67008 2.92273  -0.4668
C: 5.94142 -6.25260 2.70711  -1.3446
H: 6.09492 -9.40502 -0.62609  0.4071
H: 5.47941 -9.47162 1.04355  0.2710
H: 7.01402 -10.21561 0.54525  0.2536
H: 8.06387 -8.06438 -0.02180  0.3588
H: 6.60507 -7.19480 0.37516  0.3169
H: 7.91496 -9.90658 2.64260  0.3631
H: 8.69515 -8.66968 3.64324  0.3938
H: 9.61805 -9.33931 0.86404  0.3072
H: 10.35750 -9.91066 2.30426  0.4060
H: 10.46408 -8.19323 1.95218  0.2954
H: 5.74461 -8.43748 2.83909  0.2512
H: 6.84876 -7.72918 3.95841  0.4455
H: 6.73850 -5.51370 2.78945  0.3052
H: 5.37561 -6.13582 1.78281  0.3320
H: 5.16348 -6.03039 3.43755  0.4293
C: 0.69728 -0.39574 -0.13125  -0.9071
C: -0.27474 0.29379 -1.04518  0.7639
O: -0.42439 -0.01853 -2.23300  -0.5810
C: -1.17225 1.27869 -0.33897  -1.0830
H: 0.55933 -0.11655 0.91331  0.2957
H: 1.69845 -0.21037 -0.52034  0.2862
H: 0.47376 -1.44691 -0.31336  0.2848
H: -1.83442 0.72120 0.32349  0.2977
H: -1.83024 1.85052 -0.99331  0.3142
H: -0.63513 1.93298 0.34769  0.3287
C: -1.41358 0.25334 8.66837  -1.0403
C: -2.40276 -0.27115 7.67995  0.7780
O: -2.51334 0.15384 6.52086  -0.5623
C: -3.31832 -1.43301 8.12790  -0.9946
H: -1.88435 0.46450 9.62852  0.3143
H: -0.79048 1.03472 8.23330  0.3052
H: -0.71932 -0.56001 8.87948  0.2990
H: -4.08217 -0.97375 8.75537  0.2803
H: -2.80549 -2.18786 8.72398  0.3211
H: -3.75616 -1.93315 7.26405  0.2992
C: -4.27415 9.96069 1.18853  -1.0285
C: -3.73784 8.94908 0.19300  0.7972
O: -4.38342 8.08976 -0.38618  -0.5590
C: -2.25930 9.08829 -0.12693  -0.9712
H: -3.78623 9.81794 2.15272  0.2919
H: -5.34978 9.87047 1.34015  0.2942
H: -4.02234 10.94003 0.78163  0.2987
H: -2.21871 9.94627 -0.79798  0.2823
H: -1.86185 8.19278 -0.60461  0.2995
H: -1.70944 9.36451 0.77277  0.2940
C: -8.76292 -1.72274 -4.51220  -1.0244
C: -8.06157 -0.45587 -4.18025  0.7681
O: -6.90808 -0.16500 -4.60671  -0.5789
C: -8.88079 0.55363 -3.42316  -0.9823
H: -9.34211 -2.12068 -3.67896  0.3304
H: -8.09371 -2.45215 -4.96853  0.3221
H: -9.41181 -1.47620 -5.35261  0.2745
H: -9.26782 1.34392 -4.06641  0.2775
H: -8.26261 1.02079 -2.65654  0.3041
H: -9.79594 0.15529 -2.98510  0.3088
C: 5.46104 3.98068 2.36827  -1.0005
C: 5.48206 5.44408 2.00901  0.7561
O: 6.08406 6.19922 2.74504  -0.5436
C: 4.62718 6.00355 0.86650  -0.9759
H: 4.44449 3.62990 2.54624  0.2885
H: 6.09568 3.73526 3.21981  0.2874
H: 5.79778 3.44349 1.48165  0.3090
H: 4.28042 6.99828 1.14641  0.3107
H: 3.75216 5.37689 0.69399  0.2998
H: 5.18102 6.03483 -0.07179  0.2685
C: -2.48639 6.75991 -9.35965  -1.0521
C: -2.96440 5.62592 -8.38128  0.7235
O: -3.38670 4.56153 -8.80413  -0.5312
C: -2.89321 5.91345 -6.87861  -0.9297
H: -2.67930 6.54818 -10.41134  0.3118
H: -1.40953 6.91063 -9.28379  0.2972
H: -2.99870 7.69184 -9.12063  0.3151
H: -3.83983 6.30479 -6.50595  0.2593
H: -2.15667 6.71396 -6.80942  0.2868
H: -2.63350 5.05944 -6.25306  0.3191

Calculated values
LUMO: 0.305 eV
net charge: 0
SMILES: CCN(CC)CC.CCN(CC)CC.CCN(CC)CC.CCN(CC)CC.CC(C)=O.CC(C)=O.CC(C)=O.CC(C)=O.CC(C)=O.CC(C)=O
multiplicity: 1
E_tot: -63352.4298 eV

=====

Record 2
Formula: C42H97N3O8
Source: the OMol25 dataset
Level of theory: wB97M-V/def2-TZVPD

Each line ends with the Löwdin spin population.
CARTESIAN COORDINATES (ANGSTROEM)
C: -0.54619 -0.89431 1.20616  0.0000
C: -0.01337 0.16769 0.17218  0.0000
C: -0.61021 1.54981 0.40504  0.0000
O: 1.35180 0.27474 0.45897  0.0000
H: -1.52655 -1.15540 0.80763  0.0000
H: -0.68136 -0.55437 2.23294  0.0000
H: 0.00204 -1.83179 1.11295  0.0000
H: -0.16381 -0.33171 -0.78494  0.0000
H: -1.69948 1.51814 0.38052  0.0000
H: -0.31543 2.37850 -0.23875  0.0000
H: -0.34582 1.99227 1.36547  0.0000
H: 1.46247 0.46672 1.39305  0.0000
C: 2.22827 -0.66304 4.66742  0.0000
C: 2.08733 0.82927 4.49289  0.0002
C: 3.42048 1.53844 4.61011  0.0000
O: 1.74933 1.06069 3.11315  0.0000
H: 1.35737 -1.29660 4.49939  0.0000
H: 2.71514 -0.79347 5.63388  0.0000
H: 2.97839 -1.15045 4.04464  0.0000
H: 1.34545 1.12676 5.23398  0.0001
H: 3.25967 2.56975 4.29601  0.0000
H: 4.20741 0.97356 4.11037  0.0000
H: 3.72159 1.77672 5.63024  0.0000
H: 2.02760 1.95789 2.91516  0.0000
C: 4.33039 1.60767 -3.12474  0.0000
C: 3.20961 0.75750 -2.67206  0.0000
C: 3.67774 -0.55114 -2.12412  0.0000
O: 2.48389 1.54853 -1.67522  0.0000
H: 5.04275 1.04467 -3.72778  0.0000
H: 4.67354 2.05686 -2.19277  0.0000
H: 3.91690 2.39485 -3.75520  0.0000
H: 2.56753 0.67417 -3.54892  0.0000
H: 2.81282 -1.18144 -1.91736  0.0000
H: 4.14950 -0.39717 -1.15364  0.0000
H: 4.32077 -1.20387 -2.71451  0.0000
H: 2.13639 1.09293 -0.90498  0.0000
C: 5.54347 -3.99195 0.93883  0.0000
C: 4.84569 -2.62658 0.72168  0.0000
C: 3.45492 -2.69787 1.00497  0.0000
O: 5.52560 -1.64441 1.54976  0.0000
H: 5.56523 -4.67457 0.08933  0.0000
H: 5.25450 -4.57526 1.81310  0.0000
H: 6.55938 -3.95204 1.33181  0.0000
H: 4.96283 -2.44848 -0.34727  0.0000
H: 3.20412 -2.96260 2.03216  0.0000
H: 2.79097 -3.31446 0.39909  0.0000
H: 3.08646 -1.68072 0.87177  0.0000
H: 5.22345 -0.80107 1.20467  0.0000
C: -1.98941 5.16046 -0.40589  0.0001
C: -3.18046 4.20749 -0.06101  0.0000
C: -4.32611 4.95768 0.64802  0.0001
O: -3.75107 3.87429 -1.28990  0.0000
H: -1.08484 4.77135 -0.87327  0.0000
H: -1.81009 5.65125 0.55070  0.0001
H: -2.28198 5.98176 -1.06008  0.0000
H: -2.86349 3.38871 0.58492  0.0000
H: -5.00984 4.18337 0.99597  0.0000
H: -4.98642 5.47115 -0.05087  0.0000
H: -4.03685 5.58036 1.49460  0.0001
H: -3.51376 4.53277 -1.94693  0.0000
C: -3.06337 1.04021 -4.25466  0.0000
C: -1.69031 0.47094 -4.54469  0.0000
C: -1.13708 0.08591 -3.04587  0.0000
C: -1.73905 -1.23700 -2.63747  0.0000
C: -1.57475 -2.35986 -3.70976  0.0000
C: -2.15176 -2.09270 -5.10825  0.0000
N: -1.64491 -0.69781 -5.50026  0.0000
O: -2.12493 -0.41456 -6.78101  0.0000
C: -1.64523 -3.29395 -5.98612  0.0000
C: -3.65527 -2.05614 -4.89141  0.0000
C: -0.83382 1.64999 -5.08890  0.0000
H: -3.75890 0.48220 -3.62780  0.0000
H: -3.48577 1.24667 -5.23805  0.0000
H: -2.98493 1.91905 -3.61467  0.0000
H: -0.05394 -0.03006 -3.00784  0.0000
H: -1.51687 0.86228 -2.38171  0.0000
H: -2.78412 -1.01928 -2.41714  0.0000
H: -1.24003 -1.67432 -1.77270  0.0000
H: -2.17742 -3.12839 -3.22577  0.0000
H: -0.53877 -2.69860 -3.71907  0.0000
H: -0.66545 -3.17781 -6.44942  0.0000
H: -1.74339 -4.23597 -5.44662  0.0000
H: -2.32372 -3.56066 -6.79645  0.0000
H: -3.97127 -1.22864 -4.25620  0.0000
H: -4.37407 -2.00858 -5.70943  0.0000
H: -3.99044 -2.97631 -4.41282  0.0000
H: 0.16363 1.28076 -5.32734  0.0000
H: -0.80029 2.39647 -4.29534  0.0000
H: -1.13044 2.12883 -6.02208  0.0000
H: -1.38145 -0.73689 -7.29574  0.0000
C: 2.07273 6.06043 6.10685  0.0412
C: 1.42586 6.89608 4.95974  0.0427
C: 2.17464 6.77185 3.54548  0.0041
C: 1.94696 5.37818 2.94485  0.0000
C: 0.44695 5.08902 2.76788  0.0017
C: -0.37511 5.21991 4.10393  0.0577
N: 0.01781 6.44476 4.74535  0.6181
O: -0.74778 6.80373 5.77562  0.1105
C: -1.78569 5.33331 3.62712  0.0191
C: -0.36028 4.14621 5.18201  0.0578
C: 1.46490 8.41838 5.21822  0.0094
H: 1.43365 6.12126 6.98775  0.0009
H: 3.08629 6.37315 6.35785  0.0056
H: 2.30202 5.00941 5.93116  0.0005
H: 1.78524 7.40100 2.74508  0.0002
H: 3.23173 7.00483 3.67349  -0.0003
H: 2.39562 4.56255 3.51191  0.0000
H: 2.32594 5.36924 1.92290  0.0001
H: 0.55020 4.04879 2.45909  -0.0005
H: 0.11767 5.66500 1.90305  0.0001
H: -2.51354 5.56067 4.40600  -0.0003
H: -1.93249 6.03462 2.80571  0.0001
H: -2.16622 4.36883 3.29084  0.0011
H: -0.59648 4.38560 6.21884  0.0021
H: -1.12790 3.45279 4.83846  0.0063
H: 0.62950 3.69051 5.20961  0.0023
H: 0.75439 8.55322 6.03376  -0.0002
H: 1.23354 8.98812 4.31824  0.0001
H: 2.46651 8.68386 5.55644  0.0001
H: -1.18158 7.61652 5.50582  0.0184
C: -4.30372 -6.76383 -1.44754  0.0000
C: -2.82535 -6.90589 -1.75088  0.0000
C: -2.44165 -5.91029 -2.93646  0.0000
C: -0.96545 -5.66597 -2.94250  0.0000
C: -0.39057 -5.15676 -1.59896  0.0000
C: -0.68604 -6.08306 -0.35896  0.0000
N: -2.04021 -6.63822 -0.50385  0.0000
O: -2.31195 -7.57557 0.56237  0.0000
C: 0.35870 -7.26395 -0.33637  0.0000
C: -0.32049 -5.15084 0.88078  0.0000
C: -2.53934 -8.35195 -2.33934  0.0000
H: -4.69693 -5.74722 -1.44695  0.0000
H: -4.60443 -7.36640 -0.59046  0.0000
H: -4.82008 -7.20592 -2.29962  0.0000
H: -2.90279 -6.17383 -3.88830  0.0000
H: -3.05516 -5.01100 -2.88185  0.0000
H: -0.75182 -5.00648 -3.78364  0.0000
H: -0.40652 -6.58974 -3.09198  0.0000
H: -0.64806 -4.10941 -1.44127  0.0000
H: 0.68892 -5.12796 -1.74718  0.0000
H: 0.32632 -7.70079 0.66174  0.0000
H: 0.20080 -8.11460 -0.99937  0.0000
H: 1.34610 -6.81870 -0.45841  0.0000
H: 0.74573 -4.94535 0.78566  0.0000
H: -0.87193 -4.22328 1.03453  0.0000
H: -0.42841 -5.86600 1.69625  0.0000
H: -3.04219 -8.67013 -3.25258  0.0000
H: -2.89766 -9.15923 -1.70058  0.0000
H: -1.48469 -8.52521 -2.55332  0.0000
H: -1.80470 -8.30429 0.19731  0.0000

Calculated values
LUMO (alpha / beta): -2.785 / -6.808 eV
net charge: +1
multiplicity: 2
E_tot: -65960.8972 eV